# 1
{
  "formula": "C3H14O3S",
  "method": "ωB97M-V/def2-TZVPD",
  "largest_force_ev_per_a": 1.81,
  "homo_energy_ev": -8.79,
  "charge": 0,
  "e_lumo_ev": 0.47,
  "multiplicity": 1,
  "de_lowest_kcal_mol": 9.1,
  "total_energy_ev": -20315.8425,
  "elements": ["C", "C", "C", "S", "H", "H", "H", "H", "H", "H", "H", "H", "O", "H", "H", "O", "H", "H", "O", "H", "H"],
  "positions_angstrom": [[2.31945, -0.08343, 0.78220], [1.17558, 0.32665, 1.70001], [-0.20831, 0.41213, 1.04375], [-1.46707, 0.77718, 2.33624], [3.22467, -0.19926, 1.36908], [2.48891, 0.64427, -0.04337], [2.08102, -1.01727, 0.29846], [1.10981, -0.38646, 2.51769], [1.36396, 1.33915, 2.15554], [-0.42692, -0.59823, 0.67881], [-0.32760, 1.11673, 0.21853], [-1.57683, -0.41115, 2.95271], [-2.37287, -0.63351, -0.74832], [-1.95251, 0.14545, -1.14778], [-3.19696, -0.31742, -0.38290], [0.00615, -1.46601, -2.14912], [-0.52031, -2.01178, -2.74450], [-0.73946, -1.15477, -1.61135], [-0.54020, 1.18998, -2.10279], [0.26394, 0.66902, -2.19983], [-0.70445, 1.65875, -2.92307]],
  "forces_ev_per_a": [[-0.353, 0.731, -0.528], [0.004, 1.746, 0.058], [0.252, -1.533, 0.921], [-0.218, 0.494, -0.350], [0.225, 0.008, -0.114], [-0.011, -0.286, 0.632], [0.021, -0.514, -0.139], [-0.046, -0.024, 0.160], [0.105, -0.966, -0.240], [-0.195, 0.378, -0.207], [0.134, 0.089, 0.364], [0.272, -0.043, -0.293], [0.150, -0.017, -0.475], [-0.168, 0.178, 0.027], [-0.235, 0.049, 0.232], [-0.632, -0.250, 0.036], [0.491, -0.237, -0.375], [0.386, -0.050, 0.354], [-0.301, 0.483, 0.402], [-0.048, -0.185, -0.335], [0.167, -0.051, -0.131]]
}



# 2
{
  "formula": "C15H13BO2S2",
  "method": "ωB97M-V/def2-TZVPD",
  "largest_force_ev_per_a": 4.46,
  "homo_energy_ev": -8.21,
  "charge": 0,
  "e_lumo_ev": 0.26,
  "multiplicity": 1,
  "de_lowest_kcal_mol": 17.6,
  "total_energy_ev": -42209.7852,
  "elements": ["O", "B", "O", "C", "C", "C", "C", "C", "C", "S", "C", "C", "C", "C", "C", "C", "C", "C", "C", "S", "H", "H", "H", "H", "H", "H", "H", "H", "H", "H", "H", "H", "H"],
  "positions_angstrom": [[-2.03721, 5.40140, -0.16564], [-2.52793, 4.06804, 0.04834], [-3.50079, 3.53672, -0.81273], [-1.61474, 3.03864, 0.83537], [-2.02576, 1.74954, 0.99326], [-0.92667, 0.90993, 1.47485], [-0.95436, -0.47791, 1.59281], [0.23261, -1.14441, 1.68050], [0.29780, -2.64495, 1.79357], [-0.35976, -3.40242, 0.31799], [0.56922, -2.60419, -0.92191], [1.79279, -3.17272, -1.37527], [2.57299, -2.54468, -2.32625], [2.16627, -1.28353, -2.76879], [0.91750, -0.75416, -2.44276], [0.10099, -1.45113, -1.54698], [1.47259, -0.37540, 1.64163], [1.46845, 0.96965, 1.58301], [0.23638, 1.60286, 1.46873], [0.00915, 3.29789, 1.16491], [-2.83332, 5.75342, -0.55291], [-4.23631, 2.88446, -0.61817], [-2.98436, 1.44491, 0.93858], [-1.86191, -1.00776, 1.51086], [-0.32499, -2.91319, 2.64653], [1.34695, -3.02410, 1.97760], [2.06058, -4.04247, -0.83594], [3.53170, -2.92669, -2.65795], [2.78747, -0.81620, -3.50570], [0.58941, 0.20392, -2.86439], [-0.69382, -0.84888, -1.20981], [2.39890, -0.92344, 1.60731], [2.33018, 1.49681, 1.32935]],
  "forces_ev_per_a": [[-1.529, -2.778, 0.831], [1.817, -0.258, -0.912], [-1.436, 0.450, 0.812], [-2.551, 0.391, -0.819], [4.021, 0.902, 1.695], [-2.658, 0.059, -1.304], [1.138, 0.059, 0.158], [1.979, 0.746, 0.515], [1.228, 0.479, 0.471], [-0.950, -1.083, -0.045], [0.917, 0.233, -1.458], [-1.287, 0.868, 0.624], [-0.201, 0.740, 0.527], [-0.592, -0.544, -0.770], [0.613, -0.473, -0.119], [1.656, 0.809, -0.023], [-1.357, -2.029, 0.279], [-0.951, -0.111, -0.579], [1.411, 1.330, 0.524], [1.133, -0.093, 0.075], [-0.267, 1.168, -0.753], [1.930, 1.213, 0.042], [-3.026, -1.070, -0.515], [-1.001, -0.549, 0.005], [-0.031, -0.483, -0.149], [-1.095, 0.569, -0.099], [0.588, -0.995, 0.032], [-0.141, -0.175, 0.115], [0.231, 0.505, -0.164], [0.161, -0.443, 0.250], [-1.490, -0.171, 0.530], [0.213, -0.122, 0.053], [1.527, 0.855, 0.171]]
}



# 3
{
  "formula": "C6H7N",
  "method": "ωB97M-V/def2-TZVPD",
  "largest_force_ev_per_a": 4.10,
  "homo_energy_ev": -8.53,
  "charge": 0,
  "e_lumo_ev": 0.02,
  "multiplicity": 1,
  "de_lowest_kcal_mol": 128.4,
  "total_energy_ev": -7820.0781,
  "elements": ["C", "C", "C", "N", "H", "H", "H", "C", "C", "C", "H", "H", "H", "H"],
  "positions_angstrom": [[1.93282, 1.11165, -1.65666], [0.61813, 1.05360, -1.76940], [-0.69460, 1.07705, -1.92628], [-1.92583, 0.94021, -1.81120], [2.51372, 0.64422, -0.89911], [2.59773, 1.81537, -2.34577], [-2.57979, 1.30021, -2.50660], [0.27669, 0.38394, 2.08039], [-0.08987, -0.69002, 1.80195], [-0.66137, -1.98820, 1.66012], [0.53669, 1.35023, 2.47341], [-1.35919, -1.99820, 2.55431], [-0.00347, -2.92818, 1.63276], [-1.16166, -2.07187, 0.71211]],
  "forces_ev_per_a": [[0.331, 2.301, -2.120], [-1.850, 0.049, -0.166], [1.410, -0.192, 0.475], [1.073, -0.313, -0.061], [0.064, -0.567, 0.695], [-1.594, -1.607, 1.190], [0.548, 0.304, 0.013], [1.169, 3.744, 1.203], [0.048, -2.454, -0.644], [-0.374, -1.925, 0.798], [0.005, -0.371, -0.433], [0.410, -0.788, -1.301], [-0.419, 1.695, 0.587], [-0.820, 0.127, -0.236]]
}